1.
{
  "formula": "C23H16CrO5P",
  "method": "ωB97M-V/def2-TZVPD",
  "elements": ["Cr", "P", "O", "O", "O", "O", "O", "C", "C", "C", "C", "C", "C", "C", "C", "C", "C", "C", "C", "C", "C", "C", "C", "C", "C", "C", "C", "C", "C", "C", "H", "H", "H", "H", "H", "H", "H", "H", "H", "H", "H", "H", "H", "H", "H", "H"],
  "xyz": [[0.114, -1.953, -1.916], [0.030, -0.128, -0.259], [-2.448, -3.386, -1.785], [1.262, -4.741, -1.661], [4.667, 1.073, -2.955], [-1.084, 0.927, -3.583], [1.359, -2.650, -4.832], [0.170, 4.509, -0.916], [-1.036, 3.901, -0.592], [0.953, -2.126, -3.872], [-2.782, -0.412, -0.181], [-1.534, -2.632, -2.106], [-1.690, -0.414, 1.989], [1.167, -0.581, 1.055], [-4.015, -0.570, 0.452], [0.081, 1.730, -0.361], [0.623, -3.788, -1.754], [-2.933, -0.540, 2.607], [1.304, 2.385, -0.635], [-1.620, -0.350, 0.590], [-4.101, -0.630, 1.845], [2.095, -2.397, 2.432], [2.006, 0.311, 1.768], [2.934, -1.510, 3.084], [-0.571, 0.009, -3.113], [-1.089, 2.528, -0.288], [2.896, -0.170, 2.761], [1.333, 3.753, -0.929], [3.661, 0.846, -2.448], [1.210, -1.953, 1.442], [2.295, 4.205, -1.172], [0.546, -2.665, 0.882], [-2.997, -0.588, 3.691], [-1.962, 4.482, -0.588], [-2.051, 2.038, -0.013], [-5.070, -0.751, 2.332], [3.562, 0.539, 3.261], [-2.724, -0.330, -1.270], [-4.908, -0.655, -0.164], [-0.790, -0.359, 2.601], [1.959, 1.394, 1.525], [2.097, -3.464, 2.646], [0.200, 5.542, -1.176], [1.047, -0.306, -1.587], [3.594, -1.891, 3.814], [2.242, 1.768, -0.619]],
  "mulliken_charge": [-0.29, 1.72, -0.25, -0.09, -0.19, -0.11, -0.13, -0.61, -0.69, 0.40, -0.15, 0.50, -0.44, 0.11, -0.86, 0.74, 0.27, -0.72, -0.56, 0.39, -0.64, -0.86, -0.10, -0.61, 0.21, -0.32, -0.80, -0.76, 0.25, -0.11, 0.43, 0.27, 0.45, 0.43, 0.31, 0.44, 0.44, 0.38, 0.44, 0.48, 0.47, 0.44, 0.47, 0.53, 0.48, 0.25],
  "e_homo_ev": [-15.26, -15.26],
  "s_squared": 3.804,
  "charge": 2,
  "multiplicity": 4,
  "gap_ev": [7.01, 5.79]
}

=====

2.
{
  "formula": "C23H17Br2IrN3O2",
  "method": "ωB97M-V/def2-TZVPD",
  "elements": ["Ir", "Br", "Br", "O", "O", "N", "N", "N", "C", "C", "C", "C", "C", "C", "C", "C", "C", "C", "C", "C", "C", "C", "C", "C", "C", "C", "C", "C", "C", "C", "C", "H", "H", "H", "H", "H", "H", "H", "H", "H", "H", "H", "H", "H", "H", "H", "H", "H"],
  "xyz": [[-0.203, 0.812, 0.569], [-0.318, 7.480, -0.509], [-6.849, -3.135, -0.326], [-2.369, 1.544, 0.048], [-1.882, -0.538, -0.344], [-6.380, 0.912, -0.214], [1.634, -0.679, 0.085], [0.328, 2.910, 0.134], [-1.314, -0.461, 3.084], [4.831, 0.550, 1.468], [-5.096, 1.142, -0.196], [-4.196, 0.075, -0.290], [-1.397, -1.376, 4.126], [-4.700, -1.219, -0.371], [0.346, 3.755, 1.172], [0.987, -1.672, 4.052], [-6.905, -0.277, -0.288], [3.451, -0.209, 3.288], [0.175, 5.118, 1.027], [0.140, 3.403, -1.092], [2.391, -0.460, 2.410], [-0.032, 5.628, -0.254], [3.816, 0.271, 0.573], [2.610, -0.269, 1.017], [4.654, 0.287, 2.827], [-0.100, -0.176, 2.470], [-0.235, -1.970, 4.616], [-0.039, 4.750, -1.336], [-6.078, -1.412, -0.346], [1.079, -0.795, 2.961], [-2.736, 0.374, -0.214], [-4.752, 2.162, -0.104], [1.882, -2.152, 4.415], [-7.986, -0.350, -0.294], [0.507, 3.322, 2.152], [5.771, 0.940, 1.111], [-0.194, 5.109, -2.340], [-0.294, -2.655, 5.448], [1.212, -1.576, 0.322], [-2.227, 0.025, 2.759], [1.976, -0.694, -0.874], [0.187, 5.769, 1.886], [0.134, 2.700, -1.913], [3.301, -0.352, 4.347], [3.963, 0.447, -0.482], [-4.025, -2.062, -0.435], [-2.364, -1.611, 4.547], [5.451, 0.494, 3.524]],
  "mulliken_charge": [1.29, -0.05, 0.15, -0.75, -0.80, -0.48, -0.55, -0.17, -0.74, -0.72, -0.14, 0.05, -0.83, -0.08, -0.18, -0.77, -0.04, -0.88, -0.62, -0.17, 0.78, 0.19, -0.78, 0.97, -0.71, 0.11, -0.67, -0.59, -0.03, 0.68, 0.96, 0.54, 0.57, 0.43, 0.47, 0.42, 0.45, 0.42, 0.32, 0.51, 0.25, 0.44, 0.45, 0.51, 0.36, 0.59, 0.41, 0.43],
  "e_homo_ev": [-13.44, -13.56],
  "s_squared": 8.782,
  "charge": 2,
  "multiplicity": 6,
  "gap_ev": [6.79, 2.68]
}

=====

3.
{
  "formula": "C23H17BrIN5O6S2Ti",
  "method": "ωB97M-V/def2-TZVPD",
  "elements": ["I", "Br", "Ti", "S", "S", "O", "O", "O", "O", "O", "O", "N", "N", "N", "N", "N", "C", "C", "C", "C", "C", "C", "C", "C", "C", "C", "C", "C", "C", "C", "C", "C", "C", "C", "C", "C", "C", "C", "C", "H", "H", "H", "H", "H", "H", "H", "H", "H", "H", "H", "H", "H", "H", "H", "H", "H"],
  "xyz": [[-1.637, -1.817, 3.381], [1.513, 0.168, 3.666], [0.820, -0.310, 1.059], [3.269, 1.681, -0.113], [2.586, -1.308, -2.198], [3.030, -1.572, -0.845], [1.541, -2.227, -2.657], [4.600, 1.152, -0.169], [3.147, 3.085, 0.201], [3.623, -1.080, -3.183], [2.360, 0.861, 0.746], [-0.321, 0.371, -2.109], [-0.901, -1.650, 0.246], [-0.957, -3.519, -1.066], [1.302, -2.309, 1.606], [1.677, -4.270, 0.561], [-0.287, -2.825, -0.052], [0.661, 0.442, -3.202], [2.459, -2.867, 2.101], [-4.270, 2.201, 2.642], [2.437, 2.601, -2.506], [-2.094, 1.069, 2.172], [2.505, 1.515, -1.738], [0.500, 0.198, -1.095], [1.594, 2.655, -3.706], [0.723, 1.697, -4.012], [-0.784, 1.114, 1.558], [2.723, -4.034, 1.475], [-3.926, -0.026, 3.409], [1.703, 0.296, -2.060], [-4.758, 1.101, 3.271], [-2.502, 3.420, 1.522], [-0.408, 2.353, 1.058], [-2.050, -2.682, -1.393], [-2.956, 2.216, 2.109], [0.856, -3.163, 0.654], [-2.654, -0.049, 2.894], [-1.233, 3.493, 1.037], [-2.005, -1.612, -0.561], [-0.385, -3.863, -1.827], [2.940, 3.504, -2.187], [-0.854, 4.417, 0.612], [3.005, -2.365, 2.882], [0.585, 2.491, 0.646], [-2.784, -2.969, -2.126], [-2.729, -0.813, -0.467], [-3.178, 4.270, 1.490], [-5.758, 1.088, 3.689], [-1.319, 0.195, -2.109], [1.658, 3.543, -4.325], [-4.870, 3.101, 2.544], [0.612, -0.447, -3.831], [1.852, -4.692, -0.337], [0.093, 1.786, -4.891], [-4.292, -0.890, 3.947], [3.540, -4.725, 1.587]],
  "mulliken_charge": [0.07, -0.68, -0.72, 1.48, 1.53, -0.61, -0.77, -0.75, -0.73, -0.80, -0.09, 0.21, 0.93, -0.29, 0.23, -0.21, 0.03, -0.59, -0.37, -0.78, -0.29, 0.88, -0.68, -0.66, -0.51, -1.06, 0.67, -0.78, -0.66, 1.32, -0.57, -1.02, -0.37, -0.95, 1.21, -0.36, 0.09, -1.18, -0.86, 0.34, 0.46, 0.43, 0.39, 0.36, 0.41, 0.71, 0.25, 0.35, 0.41, 0.36, 0.28, 0.55, 0.30, 0.36, 0.34, 0.39],
  "e_homo_ev": [0.15, -2.18],
  "s_squared": 2.015,
  "charge": -2,
  "multiplicity": 3,
  "e_above_lowest_kcal_mol": 74.9,
  "gap_ev": [4.09, 6.41]
}

=====

4.
{
  "formula": "C23H17EuF5I3N2O2Te",
  "method": "ωB97M-V/def2-TZVPD",
  "elements": ["Eu", "I", "I", "I", "Te", "F", "F", "F", "F", "F", "O", "O", "N", "N", "C", "C", "C", "C", "C", "C", "C", "C", "C", "C", "C", "C", "C", "C", "C", "C", "C", "C", "C", "C", "C", "C", "C", "H", "H", "H", "H", "H", "H", "H", "H", "H", "H", "H", "H", "H", "H", "H", "H", "H"],
  "xyz": [[-0.396, -0.458, -0.042], [4.766, 1.419, 5.174], [2.395, -2.635, 1.225], [-0.585, -3.213, -1.475], [-2.765, 1.262, 0.057], [-2.780, 3.281, 0.395], [-3.977, 1.961, -1.241], [-2.228, -0.891, 0.969], [-3.014, -0.188, -1.240], [-4.400, 0.863, 0.948], [1.647, 0.004, -0.029], [-1.406, 2.175, -1.838], [-0.292, 0.021, 2.477], [0.071, 2.336, 0.927], [-0.006, -1.355, -5.944], [3.706, 0.929, 3.383], [3.595, -0.409, 2.994], [0.199, -3.158, -4.366], [1.508, 2.663, 0.804], [-0.036, 1.243, 4.503], [-0.295, -1.107, 3.186], [2.346, 1.648, 1.521], [-0.201, 1.182, 3.125], [-0.136, -2.283, -3.351], [2.273, 0.313, 1.044], [2.885, -0.689, 1.853], [-1.178, 1.710, -4.170], [-0.588, 0.028, -2.464], [-0.386, 2.449, 2.316], [-0.004, 0.068, 5.229], [-1.045, 1.272, -2.858], [3.066, 1.941, 2.659], [-0.791, 0.863, -5.193], [0.305, -2.672, -5.675], [-0.154, -1.138, 4.559], [-0.366, -0.461, -4.906], [-0.352, -0.883, -3.535], [4.044, -1.203, 3.582], [0.126, 0.093, 6.307], [0.587, -3.354, -6.473], [0.346, -4.213, -4.161], [-1.555, 2.710, -4.389], [0.060, 2.207, 4.995], [-2.015, 2.833, -2.184], [-0.837, 1.188, -6.230], [-1.449, 2.665, 2.303], [0.092, 3.285, 2.837], [1.714, 3.658, 1.215], [3.115, 2.972, 3.009], [-0.002, -0.986, -6.968], [-0.434, -2.019, 2.635], [1.750, 2.665, -0.257], [-0.162, -2.085, 5.089], [-0.434, 3.023, 0.387]],
  "mulliken_charge": [0.91, -0.02, 0.02, -0.04, 1.38, -0.59, -0.43, -0.70, -0.40, -0.39, -0.59, -0.21, 0.65, 0.05, -0.78, -0.35, -0.32, -0.72, -1.70, -1.10, -0.32, 0.97, 0.84, -0.12, 0.14, -0.20, -1.00, 0.28, -1.37, -0.38, 0.55, -0.34, -1.09, -0.52, -1.03, 0.60, 0.80, 0.38, 0.40, 0.36, 0.37, 0.34, 0.44, 0.26, 0.31, 0.49, 0.38, 0.41, 0.36, 0.33, 0.59, 0.42, 0.41, 0.30],
  "e_homo_ev": [-3.13, -4.96],
  "s_squared": 15.761,
  "charge": -1,
  "multiplicity": 8,
  "e_above_lowest_kcal_mol": 0.0,
  "gap_ev": [5.13, 6.96]
}

=====

5.
{
  "formula": "C23H17FN2",
  "method": "ωB97M-V/def2-TZVPD",
  "elements": ["F", "N", "N", "C", "C", "C", "C", "C", "C", "C", "C", "C", "C", "C", "C", "C", "C", "C", "C", "C", "C", "C", "C", "C", "C", "C", "H", "H", "H", "H", "H", "H", "H", "H", "H", "H", "H", "H", "H", "H", "H", "H", "H"],
  "xyz": [[3.385, -0.229, 2.605], [-3.495, 2.262, 5.470], [0.598, -3.045, 0.482], [1.047, -2.314, -4.165], [2.051, 0.175, 0.683], [1.914, -1.273, -2.154], [-3.148, 1.225, 2.109], [0.655, 0.751, -1.334], [1.824, -2.376, -2.999], [-3.049, 1.746, 4.516], [2.760, 2.020, 2.126], [-0.925, -0.450, 2.381], [-1.596, -0.386, 1.128], [1.381, 1.100, -0.165], [-0.215, -2.205, 0.312], [-1.403, 0.246, 3.479], [0.273, -0.115, -3.562], [-1.211, -1.252, 0.068], [-1.981, -1.408, -1.189], [-2.668, 0.549, 0.999], [1.000, -0.189, -2.327], [-2.523, 1.076, 3.358], [2.061, 2.923, 1.310], [2.727, 0.667, 1.792], [0.316, -1.157, -4.471], [1.371, 2.471, 0.202], [-2.757, -0.652, -1.318], [3.325, 2.344, 2.996], [-0.237, -1.079, -5.407], [1.010, -3.170, -4.838], [-1.291, -1.365, -2.041], [-0.051, -1.094, 2.498], [-0.346, 0.767, -3.744], [2.068, 3.984, 1.555], [-0.920, 0.133, 4.451], [2.004, -0.898, 0.493], [0.831, 3.171, -0.441], [2.636, -1.253, -1.340], [2.357, -3.295, -2.744], [-3.149, 0.693, 0.027], [-4.027, 1.870, 2.021], [-2.444, -2.407, -1.226], [-0.158, 1.439, -1.594]],
  "mulliken_charge": [-0.34, -0.54, -0.69, -0.41, -0.25, -0.23, -1.05, -0.53, -0.69, -0.05, -0.58, -0.19, 0.97, 0.95, -0.13, -0.99, -0.71, 1.24, -1.16, -0.43, 0.70, 0.61, -0.54, 0.01, -0.38, -0.97, 0.27, 0.46, 0.38, 0.38, 0.09, 0.43, 0.33, 0.40, 0.44, 0.52, 0.37, 0.68, 0.40, 0.22, 0.43, 0.36, 0.25],
  "e_homo_ev": -6.81,
  "charge": 0,
  "e_above_lowest_kcal_mol": 17.8,
  "gap_ev": 4.28
}

=====

6.
{
  "formula": "C23H18BrCrN2O2S",
  "method": "ωB97M-V/def2-TZVPD",
  "elements": ["Br", "Cr", "S", "O", "O", "N", "N", "C", "C", "C", "C", "C", "C", "C", "C", "C", "C", "C", "C", "C", "C", "C", "C", "C", "C", "C", "C", "C", "C", "C", "H", "H", "H", "H", "H", "H", "H", "H", "H", "H", "H", "H", "H", "H", "H", "H", "H", "H"],
  "xyz": [[-4.905, -1.679, 4.585], [-0.046, 0.741, -0.528], [2.990, 0.869, -0.014], [-0.428, 0.708, 1.366], [1.747, 1.739, -0.278], [-1.762, -0.280, -0.919], [0.092, 0.629, -2.612], [-0.970, -0.036, -3.170], [1.025, 1.122, -3.395], [-1.982, -0.534, -2.303], [-1.423, 0.179, 2.011], [1.003, 0.988, -4.794], [2.865, 0.276, 1.642], [4.291, 2.078, 0.136], [-1.070, -0.215, -4.560], [-3.525, -0.943, 3.531], [-1.458, 0.296, 3.422], [2.624, -0.744, 4.181], [2.987, -1.583, 3.140], [-2.595, -0.706, -0.018], [-3.053, -1.187, -2.855], [2.369, 0.605, 3.951], [2.484, 1.125, 2.677], [-2.491, -0.521, 1.387], [-2.185, -0.903, -5.092], [-2.475, -0.246, 4.157], [-3.532, -1.075, 2.176], [-0.039, 0.318, -5.367], [3.105, -1.073, 1.853], [-3.150, -1.373, -4.250], [-2.260, -1.044, -6.162], [-4.009, -1.896, -4.647], [2.530, -1.143, 5.182], [3.175, -2.631, 3.324], [1.801, 1.415, -5.382], [5.241, 1.548, 0.175], [-2.481, -0.139, 5.234], [3.380, -1.718, 1.027], [4.242, 2.698, -0.758], [-0.095, 0.194, -6.442], [-3.472, -1.263, -0.340], [2.076, 1.248, 4.771], [-4.337, -1.606, 1.684], [-3.851, -1.573, -2.236], [1.827, 1.657, -2.901], [-0.653, 0.835, 3.900], [4.147, 2.680, 1.030], [2.250, 2.163, 2.478]],
  "mulliken_charge": [-0.18, 0.63, 0.44, -0.30, -0.69, -0.21, 0.21, 0.35, -0.08, 0.24, 0.78, -0.96, 0.58, -1.06, 1.16, -0.32, -0.68, -0.42, -0.62, 0.60, -0.74, -0.83, -0.19, -0.20, -0.90, -0.41, -0.62, -0.47, -0.41, -1.00, 0.42, 0.40, 0.42, 0.42, 0.41, 0.41, 0.43, 0.40, 0.42, 0.44, 0.15, 0.45, 0.47, 0.34, 0.51, 0.45, 0.34, 0.43],
  "e_homo_ev": [-10.33, -10.49],
  "s_squared": 6.013,
  "charge": 1,
  "multiplicity": 5,
  "gap_ev": [6.81, 7.00]
}

=====

| no. | calculated total energy (eV) |
| --- | --- |
| 1 | -72037.001 |
| 2 | -175595.994 |
| 3 | -166792.815 |
| 4 | -95717.523 |
| 5 | -29821.414 |
| 6 | -140514.194 |